A cluster of 9 separate species, C18H57N3O12 in total at a distorted geometry. Source: the Open Molecules 2025 dataset; level of theory: ωB97M-V/def2-TZVPD.

The largest force on an atom is 1.7 eV/Å. The charge is 0. The SMILES is COCCNCCOC.COCCNCCOC.COCCNCCOC.O.O.O.O.O.O. The total energy is -48627.3331 eV. As for the HOMO energy: -8.537 eV. Its LUMO energy is 0.316 eV.

Positions of all 90 atoms, in Å:
C: 0.60 -2.35 -2.55
O: 1.08 -2.11 -3.86
C: 2.49 -1.93 -3.86
C: 3.01 -2.08 -5.27
N: 4.47 -2.16 -5.24
C: 5.04 -2.50 -6.54
C: 6.47 -2.01 -6.65
O: 6.43 -0.59 -6.65
C: 7.69 0.02 -6.67
H: 0.90 -3.34 -2.20
H: -0.47 -2.15 -2.51
H: 1.07 -1.66 -1.83
H: 2.97 -2.66 -3.21
H: 2.71 -0.91 -3.51
H: 2.72 -1.23 -5.89
H: 2.59 -3.00 -5.69
H: 4.84 -1.24 -5.01
H: 4.46 -2.06 -7.37
H: 5.09 -3.59 -6.63
H: 6.88 -2.36 -7.60
H: 7.06 -2.36 -5.79
H: 7.56 1.09 -6.84
H: 8.27 -0.28 -7.55
H: 8.19 -0.20 -5.73
C: -0.25 -0.13 4.10
O: -1.57 -0.51 3.79
C: -1.88 -1.85 4.04
C: -3.33 -2.07 3.74
N: -3.59 -1.81 2.34
C: -4.98 -1.69 1.98
C: -5.23 -1.79 0.50
O: -4.70 -0.68 -0.24
C: -5.39 0.56 -0.03
H: -0.24 0.95 4.03
H: 0.45 -0.50 3.34
H: 0.12 -0.50 5.06
H: -1.69 -2.07 5.11
H: -1.20 -2.55 3.53
H: -3.95 -1.41 4.38
H: -3.62 -3.10 3.98
H: -3.07 -0.99 2.04
H: -5.35 -0.75 2.43
H: -5.59 -2.45 2.48
H: -6.31 -1.75 0.31
H: -4.80 -2.70 0.09
H: -4.86 1.28 -0.66
H: -5.32 0.89 1.00
H: -6.41 0.47 -0.40
C: 1.51 2.93 7.85
O: 1.64 2.76 6.47
C: 1.03 3.80 5.72
C: 1.86 4.09 4.47
N: 1.51 3.38 3.24
C: 0.17 3.70 2.74
C: 0.01 3.25 1.31
O: -0.13 1.84 1.32
C: 0.32 1.22 0.15
H: 0.45 2.92 8.16
H: 1.93 3.87 8.22
H: 2.03 2.13 8.38
H: 1.03 4.73 6.30
H: -0.01 3.55 5.50
H: 2.89 3.81 4.71
H: 1.87 5.16 4.26
H: 1.50 2.38 3.46
H: 0.04 4.79 2.79
H: -0.64 3.26 3.34
H: 0.89 3.53 0.72
H: -0.80 3.82 0.83
H: 1.38 1.39 -0.10
H: -0.26 1.55 -0.72
H: 0.23 0.14 0.14
O: -1.20 0.57 -3.17
H: -0.40 0.10 -3.45
H: -1.93 -0.06 -3.32
O: -3.01 -1.62 -3.59
H: -3.49 -1.64 -2.75
H: -3.63 -1.98 -4.22
O: -1.93 -0.87 -0.39
H: -1.79 -1.04 -1.33
H: -2.90 -0.84 -0.30
O: -2.94 1.20 1.65
H: -2.02 1.50 1.69
H: -2.99 0.71 0.83
O: -1.13 -3.81 0.71
H: -1.25 -3.76 1.67
H: -1.76 -3.17 0.37
O: -2.82 2.51 -1.77
H: -2.32 1.74 -2.09
H: -2.33 3.27 -2.11

***

A cluster of 10 separate species, C18H59N4O10 in total at a distorted geometry. Source: the Open Molecules 2025 dataset; level of theory: ωB97M-V/def2-TZVPD.

The largest force on an atom is 3.6 eV/Å. The charge is 0. The total energy is -46051.3526 eV. As for the HOMO energy (spin up / spin down): -9.251 / -9.249 eV. As for the expectation value of S²: 0.754. Its LUMO energy (spin up / spin down) is 0.137 / -3.242 eV. The multiplicity is 2.

Positions of all 91 atoms, in Å:
C: -24.66 -18.23 0.39
C: -24.84 -17.95 -1.08
O: -26.11 -17.50 -1.55
H: -25.41 -18.92 0.78
H: -24.85 -17.32 0.95
H: -23.69 -18.69 0.61
H: -24.62 -18.84 -1.66
H: -24.02 -17.32 -1.41
O: -27.06 -14.88 -1.89
H: -26.75 -14.65 -2.76
H: -26.88 -15.82 -1.81
O: -27.72 -19.54 -3.01
H: -27.43 -19.73 -3.90
H: -27.01 -19.00 -2.64
O: -28.27 -18.69 -0.30
H: -28.28 -18.41 0.62
H: -27.45 -18.33 -0.65
O: -27.55 -18.42 2.58
H: -26.71 -18.30 2.14
H: -27.34 -18.41 3.51
O: -25.49 -16.81 -4.41
H: -24.63 -16.46 -4.22
H: -25.93 -16.83 -3.56
C: -23.04 -21.96 0.43
C: -22.23 -23.24 0.64
C: -21.64 -23.45 2.08
O: -20.48 -24.30 2.26
C: -19.98 -24.25 3.51
N: -22.94 -24.38 0.10
H: -22.27 -21.19 0.49
H: -23.78 -21.88 1.23
H: -23.78 -21.92 -0.36
H: -21.45 -23.10 -0.11
H: -22.38 -23.89 2.75
H: -21.45 -22.45 2.48
H: -20.73 -24.39 4.29
H: -19.53 -23.37 3.95
H: -19.18 -24.99 3.59
H: -23.51 -24.78 0.83
H: -22.27 -25.07 -0.22
C: -23.96 -19.79 -6.23
C: -25.22 -20.38 -5.65
C: -24.97 -21.05 -4.26
O: -23.88 -21.99 -4.39
C: -23.69 -22.96 -3.39
N: -26.29 -19.32 -5.48
H: -23.02 -20.34 -6.10
H: -23.82 -18.82 -5.74
H: -24.06 -19.60 -7.30
H: -25.58 -21.17 -6.31
H: -25.76 -21.73 -3.94
H: -24.86 -20.28 -3.50
H: -23.35 -22.37 -2.55
H: -22.96 -23.74 -3.61
H: -24.63 -23.42 -3.07
H: -26.50 -18.78 -6.30
H: -25.86 -18.64 -4.86
C: -23.90 -17.78 4.30
C: -24.06 -19.29 4.29
C: -24.58 -19.86 5.60
O: -23.76 -19.65 6.76
C: -24.29 -19.77 8.04
N: -24.83 -19.80 3.15
H: -23.26 -17.40 5.10
H: -24.93 -17.46 4.47
H: -23.58 -17.35 3.35
H: -23.02 -19.62 4.18
H: -24.64 -20.95 5.56
H: -25.58 -19.44 5.71
H: -23.39 -19.94 8.63
H: -24.85 -20.70 8.13
H: -24.78 -18.90 8.48
H: -24.68 -20.80 3.08
H: -24.34 -19.46 2.34
C: -22.88 -14.86 -6.01
C: -22.14 -14.90 -4.60
C: -21.57 -13.55 -4.16
O: -20.89 -13.72 -2.91
C: -19.76 -12.93 -2.75
N: -23.14 -15.35 -3.64
H: -23.48 -13.95 -6.03
H: -23.61 -15.67 -6.09
H: -22.23 -14.69 -6.87
H: -21.38 -15.69 -4.56
H: -22.42 -12.87 -4.05
H: -20.94 -13.30 -5.00
H: -19.92 -11.88 -3.01
H: -19.05 -13.40 -3.42
H: -19.24 -13.09 -1.80
H: -23.85 -14.67 -3.41
H: -22.78 -15.45 -2.70

***

A cluster of 21 separate species, C18H59NO28 in total at a distorted geometry. Source: the Open Molecules 2025 dataset; level of theory: ωB97M-V/def2-TZVPD.

The largest force on an atom is 4.4 eV/Å. The charge is 0. The total energy is -78438.8808 eV. As for the HOMO energy: -7.789 eV. Its LUMO energy is -0.945 eV.

Positions of all 106 atoms, in Å:
O: -0.36 0.68 -2.87
O: 2.63 0.49 -0.55
O: -3.70 -1.96 -0.93
O: 1.35 0.41 3.52
O: 0.64 -1.36 -2.43
O: 1.66 2.54 -0.11
O: -2.30 -1.61 -2.78
O: 0.81 2.42 2.69
C: -0.07 -0.26 -2.13
C: 1.71 1.21 -0.15
C: -2.66 -1.50 -1.44
C: 0.74 1.08 2.71
C: -3.77 0.66 2.14
C: -3.04 0.19 3.32
C: -0.51 -0.18 -0.75
C: 0.38 0.50 0.23
C: -3.23 0.47 0.96
C: -1.77 -0.68 -0.45
C: -1.80 -0.42 3.32
C: -0.01 0.38 1.62
N: -2.14 -0.44 0.84
C: 0.98 -1.54 -3.77
C: 2.90 3.17 -0.57
C: -3.27 -2.23 -3.71
C: 1.44 3.02 3.82
C: -0.67 -2.17 1.91
C: -1.16 -0.68 1.91
H: -4.70 1.27 2.21
H: -3.63 0.25 4.17
H: -3.72 0.89 0.14
H: -1.28 -0.85 4.15
H: 2.00 -1.11 -4.03
H: 0.25 -1.14 -4.43
H: 0.95 -2.60 -3.98
H: 3.80 2.74 -0.07
H: 2.95 2.98 -1.64
H: 2.99 4.26 -0.42
H: -3.05 -1.80 -4.71
H: -4.29 -1.96 -3.40
H: -3.18 -3.30 -3.75
H: 0.90 2.82 4.75
H: 1.52 4.11 3.66
H: 2.49 2.59 3.93
H: 0.38 -2.07 2.12
H: -1.10 -2.93 2.62
H: -0.82 -2.64 0.93
O: -6.56 0.83 4.10
H: -6.76 -0.13 3.85
H: -6.18 0.84 5.03
O: -2.53 -5.66 -2.98
H: -3.28 -5.19 -2.49
H: -2.85 -5.87 -3.92
O: -3.35 -3.87 3.86
H: -3.53 -4.42 4.70
H: -2.96 -4.49 3.16
O: -0.34 -0.02 6.67
H: 0.41 -0.60 6.32
H: -0.30 0.87 6.18
O: 0.82 -3.71 -0.68
H: 1.52 -4.26 -1.16
H: 0.69 -2.85 -1.20
O: 4.99 3.79 -3.47
H: 4.48 2.96 -3.73
H: 5.89 3.51 -3.11
O: 0.79 -4.21 -6.21
H: 0.19 -3.40 -6.25
H: 1.28 -4.29 -7.08
O: -4.64 -4.78 -1.64
H: -5.00 -5.18 -0.79
H: -4.56 -3.78 -1.52
O: 4.29 -0.18 -2.93
H: 4.16 -1.18 -2.90
H: 3.62 0.24 -2.29
O: -1.57 3.84 2.38
H: -0.66 3.41 2.50
H: -2.16 3.54 3.14
O: 6.61 2.26 0.28
H: 7.10 1.78 1.03
H: 6.19 3.09 0.67
O: 2.27 -4.25 1.71
H: 1.85 -3.86 0.87
H: 1.84 -5.15 1.88
O: -0.45 5.92 4.63
H: -0.95 6.58 4.04
H: 0.11 6.45 5.28
O: 1.00 2.54 -4.54
H: 1.11 3.43 -4.08
H: 0.40 1.96 -3.96
O: 1.81 -1.50 5.72
H: 1.92 -1.20 4.76
H: 2.43 -2.29 5.87
O: 5.56 4.76 1.08
H: 5.73 4.44 2.03
H: 5.31 5.74 1.12
O: -1.45 -5.15 -0.18
H: -1.75 -5.47 -1.09
H: -0.60 -4.62 -0.30
O: -5.40 -2.34 -5.97
H: -6.20 -2.28 -5.36
H: -5.32 -3.30 -6.29
O: 1.43 4.73 -2.93
H: 0.89 4.81 -2.08
H: 2.26 5.30 -2.82
O: 3.99 6.09 -2.49
H: 4.64 6.77 -2.13
H: 4.52 5.31 -2.85

***

A cluster of 12 separate species, C18H60N6O12 in total at a distorted geometry. Source: the Open Molecules 2025 dataset; level of theory: ωB97M-V/def2-TZVPD.

The largest force on an atom is 8.2 eV/Å. The charge is 0. The SMILES is NC(N)=O.NC(N)=O.NC(N)=O.CCO.CCO.CCO.CCO.CCO.CCO.CO.CO.CO. The total energy is -53144.1797 eV. As for the HOMO energy: -8.356 eV. Its LUMO energy is -0.111 eV.

Positions of all 96 atoms, in Å:
C: 2.36 -3.12 -2.21
C: 2.44 -3.90 -0.94
O: 3.43 -3.42 0.02
H: 3.37 -3.13 -2.64
H: 2.14 -2.15 -1.90
H: 1.66 -3.45 -2.98
H: 2.80 -4.95 -1.13
H: 1.41 -3.86 -0.46
H: 3.73 -2.54 -0.15
C: 1.68 3.95 -0.48
C: 2.53 2.87 0.14
O: 2.27 2.47 1.42
H: 1.76 4.93 -0.02
H: 0.59 3.55 -0.53
H: 1.88 4.09 -1.53
H: 3.45 3.28 0.17
H: 2.64 1.91 -0.47
H: 1.35 2.40 1.42
C: -3.95 2.79 -3.37
C: -3.55 2.65 -1.88
O: -2.72 3.75 -1.68
H: -4.71 1.99 -3.63
H: -3.16 2.58 -4.13
H: -4.48 3.78 -3.50
H: -3.13 1.67 -1.66
H: -4.47 2.65 -1.35
H: -2.29 3.59 -0.83
C: 0.36 -1.44 3.84
C: 0.53 -2.54 2.77
O: 1.85 -2.51 2.26
H: -0.53 -1.71 4.33
H: 0.24 -0.43 3.38
H: 1.12 -1.45 4.63
H: -0.19 -2.22 1.93
H: 0.23 -3.47 3.22
H: 2.02 -3.29 1.74
C: -1.34 -2.30 -2.31
C: -2.55 -2.19 -1.47
O: -3.63 -2.58 -2.24
H: -1.08 -3.25 -2.81
H: -0.53 -1.94 -1.70
H: -1.49 -1.60 -3.12
H: -2.70 -1.31 -0.90
H: -2.38 -2.98 -0.70
H: -4.40 -2.53 -1.69
C: -5.23 0.68 1.74
C: -4.27 0.15 0.73
O: -2.95 0.39 1.17
H: -5.18 0.34 2.79
H: -6.27 0.87 1.25
H: -4.90 1.71 1.80
H: -4.31 0.61 -0.27
H: -4.44 -0.95 0.50
H: -2.78 -0.07 2.00
C: 4.68 -0.79 -1.66
O: 4.88 -1.03 -3.02
N: 5.43 -1.35 -0.79
N: 3.66 -0.15 -1.17
H: 6.31 -1.85 -1.06
H: 5.24 -1.41 0.20
H: 3.01 0.18 -1.87
H: 3.42 -0.07 -0.14
C: 4.64 -0.05 1.96
O: 5.39 1.15 2.08
N: 5.29 -1.20 1.99
N: 3.34 -0.16 1.74
H: 6.25 -1.10 2.35
H: 4.89 -2.09 1.97
H: 2.77 0.71 1.80
H: 2.80 -0.95 1.70
C: -1.46 3.77 1.34
O: -0.32 3.03 1.76
N: -2.64 3.16 1.19
N: -1.54 5.08 1.25
H: -2.71 2.15 1.13
H: -3.48 3.73 1.13
H: -0.61 5.43 1.72
H: -2.39 5.70 1.26
C: 1.35 0.19 -3.63
O: 1.58 1.18 -2.63
H: 2.22 -0.49 -3.83
H: 1.28 0.83 -4.49
H: 0.49 -0.53 -3.55
H: 0.76 1.29 -2.15
C: -2.79 -2.61 2.20
O: -2.81 -1.64 3.22
H: -2.73 -2.10 1.30
H: -3.70 -3.21 2.25
H: -1.95 -3.21 2.16
H: -2.99 -2.08 4.07
C: 0.01 0.23 0.07
O: -0.73 1.02 -0.83
H: 1.00 0.03 -0.31
H: -0.45 -0.77 0.27
H: 0.06 0.65 1.13
H: -1.65 0.96 -0.70

***

A cluster of 12 separate species, C18H60O18S3 in total at a distorted geometry. Source: the Open Molecules 2025 dataset; level of theory: ωB97M-V/def2-TZVPD.

The largest force on an atom is 2.4 eV/Å. The charge is 0. The SMILES is CCOS(C)(=O)=O.CCOS(C)(=O)=O.CCOS(C)(=O)=O.CO.CO.CO.CO.CO.CO.CO.CO.CO. The total energy is -88994.0418 eV. As for the HOMO energy: -9.206 eV. Its LUMO energy is -0.023 eV.

Positions of all 99 atoms, in Å:
O: -4.26 -3.13 -1.68
S: -4.18 -1.84 -1.04
O: -3.22 -1.61 0.01
O: -3.86 -0.69 -2.17
C: -4.84 -0.59 -3.21
C: -4.19 0.16 -4.37
C: -5.84 -1.41 -0.39
H: -5.72 -0.06 -2.85
H: -5.13 -1.57 -3.60
H: -4.84 0.13 -5.24
H: -3.30 -0.37 -4.72
H: -4.00 1.21 -4.12
H: -5.59 -0.55 0.23
H: -6.08 -2.23 0.27
H: -6.52 -1.16 -1.20
O: -0.85 -6.02 -0.20
S: -0.35 -4.84 0.43
O: -1.12 -4.09 1.40
O: 1.09 -5.26 1.08
C: 1.53 -4.52 2.24
C: 1.14 -5.23 3.52
C: 0.28 -3.71 -0.83
H: 1.08 -3.52 2.24
H: 2.61 -4.51 2.12
H: 1.49 -4.70 4.41
H: 1.67 -6.18 3.63
H: 0.06 -5.33 3.61
H: 1.24 -4.13 -1.11
H: 0.40 -2.75 -0.32
H: -0.45 -3.56 -1.63
O: 1.98 1.19 1.88
S: 2.20 -0.06 1.19
O: 2.15 -1.32 1.87
O: 1.10 -0.18 -0.02
C: 0.52 1.07 -0.46
C: -0.39 0.85 -1.66
C: 3.68 0.11 0.19
H: 1.38 1.70 -0.69
H: -0.04 1.59 0.32
H: 0.05 0.16 -2.39
H: -0.63 1.80 -2.13
H: -1.33 0.39 -1.35
H: 3.78 1.14 -0.17
H: 3.67 -0.60 -0.63
H: 4.47 -0.14 0.90
C: -1.42 3.44 -4.28
O: -0.27 4.14 -3.81
H: -1.11 2.50 -4.73
H: -2.08 3.33 -3.42
H: -2.08 3.98 -4.96
H: 0.00 4.71 -4.55
C: 0.00 2.73 4.24
O: 1.15 1.94 4.42
H: -0.59 2.99 5.11
H: 0.29 3.67 3.74
H: -0.66 2.25 3.50
H: 1.48 1.64 3.56
C: -1.22 -0.57 2.43
O: -2.17 0.24 1.76
H: -0.60 -1.11 1.71
H: -0.59 -0.08 3.17
H: -1.75 -1.32 3.03
H: -2.55 -0.32 1.07
C: 4.55 3.01 3.51
O: 3.63 3.39 2.49
H: 5.41 2.47 3.10
H: 4.91 3.92 3.99
H: 4.01 2.40 4.23
H: 2.92 2.74 2.46
C: -0.94 4.68 1.32
O: 0.45 4.37 1.29
H: -1.09 5.52 0.63
H: -1.49 3.81 0.94
H: -1.29 4.99 2.29
H: 0.64 3.98 0.43
C: -1.19 -2.33 -4.31
O: -0.29 -3.39 -4.05
H: -0.66 -1.57 -4.90
H: -2.07 -2.61 -4.90
H: -1.47 -1.82 -3.39
H: -0.53 -4.17 -4.56
C: 1.85 -1.62 5.65
O: 2.43 -2.79 6.21
H: 0.76 -1.64 5.69
H: 2.14 -0.66 6.08
H: 2.07 -1.59 4.58
H: 3.10 -3.10 5.61
C: 1.81 5.36 -1.60
O: 0.95 4.24 -1.45
H: 2.72 5.02 -2.09
H: 1.38 6.11 -2.28
H: 2.04 5.79 -0.63
H: 0.59 4.00 -2.33
C: 2.41 -1.17 -3.12
O: 3.73 -1.55 -3.47
H: 1.76 -1.17 -3.99
H: 1.94 -1.76 -2.32
H: 2.46 -0.17 -2.68
H: 3.68 -2.47 -3.75

***

The following energy above the lowest of the compared OMol25 structures with the same formula, charge and spin values (in kcal/mol) correspond, in order, to the records above: 8.4; 3.7; 0.0; 200.1; 0.0.